A) This record from OMol25 describes a 2-piece molecular cluster, C5H13NO2 overall. The level of theory is ωB97M-V with the def2-TZVPD basis set.

Computed properties:
LUMO in eV: 0.7
Frontier orbital gap in Ha: 0.35849
HOMO energy in eV: -9.04
SMILES: OC[C@@H]1CCCN1.O

Geometry as ORCA input:
```
! wB97M-V def2-TZVPD RIJCOSX def2/J DEFGRID3
* xyz 0 1
N 0.653 -0.629 -0.374
C 0.893 -0.824 1.074
C -0.253 -0.072 1.762
C -1.432 -0.353 0.831
C -0.763 -0.301 -0.542
C -1.072 0.949 -1.377
O -1.019 0.701 -2.788
H 1.106 -1.341 -0.917
H 1.846 -0.446 1.436
H 0.678 -1.859 1.309
H -0.019 0.993 1.738
H -0.334 -0.322 2.819
H -1.949 -1.286 1.037
H -2.052 0.531 0.920
H -1.272 -1.021 -1.186
H -2.080 1.177 -1.143
H -0.374 1.772 -1.327
H -1.114 -0.225 -3.017
H 2.848 0.120 -0.288
H 2.481 1.432 0.230
O 3.229 1.004 -0.198
*
```

***

B) This record from OMol25 describes an isolated molecule of C5H13NO2. The level of theory is ωB97M-V with the def2-TZVPD basis set.

Computed properties:
LUMO in eV: 0.9
Frontier orbital gap in Ha: 0.36799
HOMO energy in eV: -9.09
SMILES: C[C@@H](O)CCNCO

Geometry as ORCA input:
```
! wB97M-V def2-TZVPD RIJCOSX def2/J DEFGRID3
* xyz 0 1
C -0.572 -1.140 0.465
N 0.689 -1.362 -0.266
C 0.406 -1.357 -1.746
O 1.542 -1.877 -2.369
C -0.472 0.079 1.451
C -0.363 1.336 0.600
C -1.748 2.021 0.615
O 0.570 2.214 1.221
H -1.477 -1.043 -0.149
H -0.620 -2.045 1.093
H 1.366 -0.614 -0.013
H -0.476 -1.830 -2.128
H 0.371 -0.300 -1.994
H 1.815 -2.767 -1.911
H 0.447 0.027 2.102
H -1.219 0.087 2.239
H 0.126 1.149 -0.334
H -1.840 2.747 1.350
H -2.658 1.319 0.675
H -1.859 2.456 -0.417
H 0.793 2.017 2.225
*
```

***

Most stable to least stable, the ends of the list are A) and B).

***

A) This record from OMol25 describes a 2-piece molecular cluster, C5H13NO2 overall. The level of theory is ωB97M-V with the def2-TZVPD basis set.

Computed properties:
LUMO in eV: 0.8
Frontier orbital gap in Ha: 0.38854
HOMO energy in eV: -9.81
SMILES: CC[C@H](C)NC=O.O

Geometry as ORCA input:
```
! wB97M-V def2-TZVPD RIJCOSX def2/J DEFGRID3
* xyz 0 1
C -3.027 -0.210 -0.534
N -2.129 0.214 0.403
C 1.529 -0.275 1.471
C 0.031 -0.030 1.552
C -0.704 -0.047 0.220
C -0.084 0.764 -0.881
O -2.849 -1.068 -1.368
H -3.998 0.313 -0.463
H -2.511 1.045 0.836
H 2.005 0.189 0.615
H 1.755 -1.343 1.489
H 1.933 0.051 2.434
H -0.249 0.893 2.055
H -0.470 -0.828 2.098
H -0.807 -1.062 -0.179
H 0.879 0.404 -1.214
H -0.752 0.632 -1.741
H -0.186 1.843 -0.750
H 2.841 -0.856 -2.617
H 3.382 -0.418 -1.241
O 3.412 -0.210 -2.185
*
```

***

B) This record from OMol25 describes a 3-piece molecular cluster, C5H13NO2 overall. The level of theory is ωB97M-V with the def2-TZVPD basis set.

Computed properties:
LUMO in eV: 0.7
Frontier orbital gap in Ha: 0.34054
HOMO energy in eV: -8.61
SMILES: C=C/C=C/CN.O.O

Geometry as ORCA input:
```
! wB97M-V def2-TZVPD RIJCOSX def2/J DEFGRID3
* xyz 0 1
N -1.538 -1.316 1.022
C -0.279 -1.574 0.293
C 3.215 1.151 0.303
C 2.666 0.655 -0.806
C 1.576 -0.302 -0.832
C 0.589 -0.367 0.074
H -2.355 -1.463 0.451
H -1.613 -1.818 1.891
H -0.482 -2.140 -0.618
H 0.348 -2.160 0.974
H 4.099 1.766 0.228
H 2.929 0.774 1.274
H 3.159 0.894 -1.745
H 1.378 -0.817 -1.773
H 0.584 0.386 0.858
H -2.134 0.107 -0.993
H -3.298 0.714 -1.778
O -2.719 -0.052 -1.738
H -1.494 0.682 1.347
H -2.437 1.931 1.439
O -1.520 1.654 1.401
*
```

***

Most stable to least stable, the ends of the list are A) and B).

***

A) This record from OMol25 describes a 2-piece molecular cluster, C5H13NO2 overall. The level of theory is ωB97M-V with the def2-TZVPD basis set.

Computed properties:
LUMO in eV: 0.6
Frontier orbital gap in Ha: 0.34924
HOMO energy in eV: -8.87
SMILES: CN[C@H](C)CC=O.O

Geometry as ORCA input:
```
! wB97M-V def2-TZVPD RIJCOSX def2/J DEFGRID3
* xyz 0 1
C 1.792 -1.461 0.783
N 1.324 -0.374 -0.084
C 0.127 0.309 0.423
C -0.114 1.479 -0.563
C -1.031 2.523 -0.013
O -1.444 2.576 1.118
C -1.117 -0.578 0.469
H 1.898 -1.064 1.789
H 2.826 -1.687 0.501
H 1.200 -2.359 0.743
H 1.113 -0.769 -0.995
H 0.334 0.737 1.394
H 0.871 1.933 -0.723
H -0.472 1.100 -1.511
H -1.345 3.330 -0.712
H -1.207 -1.230 -0.396
H -1.051 -1.209 1.364
H -2.024 0.002 0.617
H -0.143 -2.990 -0.831
H 0.091 -3.846 -2.088
O 0.273 -2.982 -1.711
*
```

***

B) This record from OMol25 describes a 2-piece molecular cluster, C5H13NO2 overall. The level of theory is ωB97M-V with the def2-TZVPD basis set.

Computed properties:
LUMO in eV: 0.7
Frontier orbital gap in Ha: 0.37433
HOMO energy in eV: -9.50
SMILES: CCNC(=O)CC.O

Geometry as ORCA input:
```
! wB97M-V def2-TZVPD RIJCOSX def2/J DEFGRID3
* xyz 0 1
O 0.444 1.455 -1.403
C 1.035 0.880 -0.493
N 0.410 0.380 0.598
C 3.119 0.370 -1.735
C -1.592 -0.102 1.965
C 2.543 0.835 -0.447
C -1.043 0.338 0.618
H 1.062 -0.082 1.236
H 4.207 0.542 -1.781
H 2.649 0.856 -2.607
H 2.932 -0.716 -1.794
H -2.685 0.000 1.856
H -1.264 0.513 2.820
H -1.357 -1.158 2.180
H 2.797 1.872 -0.156
H 2.978 0.157 0.312
H -1.371 -0.324 -0.206
H -1.547 1.315 0.487
O -4.251 -2.227 -0.804
H -3.912 -2.893 -0.164
H -5.155 -2.011 -0.483
*
```

***

Most stable to least stable, the ends of the list are B) and A).